1.
19
Properties=species:S:1:pos:R:3:lowdin_charge:R:1 method="wB97M-V/def2-TZVPD" total_energy_ev=-15336.1569 orbital_gap_ev="3.72 / 3.85" total_charge=+1
C 3.68 1.09 -0.50 -0.1146
C 0.02 -0.45 0.87 -0.0564
C -0.66 -0.95 1.86 -0.0026
C -1.89 -0.66 -0.44 -0.0090
C -2.52 -1.18 0.67 -0.3239
F 4.00 0.36 -1.57 0.2379
C -3.83 -1.85 0.59 -0.0459
H -4.45 -1.55 -0.31 0.0981
H 3.08 3.04 0.17 0.1876
C -0.50 -0.31 -0.35 -0.1164
H 4.97 2.87 -0.25 0.1573
N -1.89 -1.32 1.89 0.1262
C 3.91 2.57 -0.58 0.0862
H -3.74 -2.94 0.55 0.0935
H -2.37 -0.51 -1.33 0.0867
H -4.50 -1.50 1.39 0.0925
F 2.75 0.51 0.19 0.2629
H 0.18 0.03 -1.22 0.1103
H 3.75 2.77 -1.65 0.1295

***

2.
23
Properties=species:S:1:pos:R:3:lowdin_charge:R:1 method="wB97M-V/def2-TZVPD" total_energy_ev=-31651.9802 orbital_gap_ev=9.52 relative_energy_kj_mol=146.0 total_charge=0
H 0.36 -0.50 4.28 0.0578
O -0.91 1.63 2.13 0.1436
N -0.74 0.50 1.80 -0.4003
H 1.84 0.85 -1.24 0.1056
H 0.20 -2.06 3.22 0.0825
O 0.33 -2.38 0.67 -0.3057
H -1.60 -1.54 -1.24 0.1216
F 1.47 1.00 1.69 0.1272
C -1.76 0.21 -2.48 -0.0254
H 1.90 -1.06 3.40 0.0398
C 0.62 0.05 1.75 -0.4107
C 0.23 1.55 -2.60 -0.0830
O -1.59 -0.29 1.39 0.0712
H 0.73 2.41 -3.04 0.1193
C 0.81 0.85 -1.53 -0.0358
C -1.05 1.31 -2.94 -0.0897
C 0.09 -0.26 -1.04 -0.2755
S 0.96 -1.13 0.32 0.7749
H -1.37 1.87 -3.84 0.1210
C 0.82 -1.12 3.47 0.1351
C -1.09 -0.66 -1.59 -0.0541
O 2.42 -1.11 0.18 -0.3034
H -2.69 -0.13 -2.76 0.0841

***

3.
19
Properties=species:S:1:pos:R:3:lowdin_charge:R:1 method="wB97M-V/def2-TZVPD" total_energy_ev=-19496.9312 orbital_gap_ev=6.72 relative_energy_kj_mol=226.6 total_charge=+1
I 3.08 -1.72 -0.08 1.1326
C -2.15 0.81 -0.78 0.0021
N 0.94 0.21 2.20 0.1164
H 1.95 1.80 -0.28 0.1546
C 1.12 -1.76 -0.57 -0.4887
C 0.22 0.54 -0.29 -0.1557
H 2.45 1.73 1.88 0.1518
H -3.05 1.39 -0.80 0.1308
H 1.22 -0.16 3.12 0.0870
C -2.33 -0.55 -0.60 0.0003
C 0.06 -0.88 -0.43 -0.2796
H -3.29 -0.86 -0.79 0.0993
N 1.34 1.17 0.22 0.0299
C 1.60 1.06 1.56 -0.3247
C -0.87 1.33 -0.82 0.0532
H -1.20 -2.34 -0.83 0.0914
H 0.80 -2.74 -0.91 0.0605
C -1.22 -1.35 -0.69 0.0174
H -0.66 2.33 -1.13 0.1214